The following is a quantum chemistry calculation of the molecule C3H6N2 in a non-equilibrium geometry, from the Open Molecules 2025 dataset.

Last column: Löwdin charge in e.
Geometry (Å):
H1 0.20723 -1.76663 2.03536  0.11
N1 0.31624 -1.54080 0.95688  0.09
C1 0.56138 -0.33103 1.03434  -0.40
N2 0.57775 0.58893 0.03107  -0.07
C2 0.20225 -0.09748 -1.12086  -0.21
C3 -0.75470 0.97113 -0.66220  -0.04
H2 0.84030 0.27975 2.02662  0.15
H3 -0.32420 -1.01668 -1.03167  0.08
H4 0.90847 -0.07879 -1.94086  0.11
H5 -1.79419 1.03630 -0.25346  0.12
H6 -0.74052 1.95529 -1.07522  0.07

Calculated values
E_HOMO: -9.83 eV
gap between HOMO and LUMO: 0.402 hartree
SMILES: [H]/N=C/N1CC1
relative energy (zero: lowest compared OMol25 entry of this formula, charge and spin): 78.6 kcal/mol



The following is a quantum chemistry calculation of a structure of composition C47H63N7OSTl, from the Open Molecules 2025 dataset.

Last column: Löwdin charge in e.
Geometry (Å):
Tl1 0.11721 0.19494 -0.46126  1.08
C1 1.78071 6.23343 -2.24201  -0.09
C2 2.15198 5.56375 -0.91477  -0.20
C3 2.17442 4.07051 -1.01677  -0.13
C4 3.22701 3.27141 -1.30712  -0.14
C5 4.65881 3.67056 -1.46931  -0.19
C6 5.41755 3.57455 -0.14149  -0.08
C7 2.73559 1.89955 -1.36555  -0.24
C8 3.45119 0.81486 -1.77475  0.04
C9 3.00370 -0.54330 -1.85583  -0.27
C10 3.61963 -1.66259 -2.43829  -0.16
C11 4.86959 -1.63963 -3.26415  -0.21
C12 4.63850 -1.08804 -4.67502  -0.10
C13 2.78909 -2.77215 -2.15684  -0.15
C14 1.71890 -2.27538 -1.40497  -0.23
C15 0.56721 -2.97594 -0.72737  -0.14
C16 -0.77078 -2.64200 -1.34684  -0.19
N1 -1.13448 -1.35703 -1.45763  0.03
C17 -2.44259 -1.30475 -1.85554  -0.24
C18 -3.18345 -0.09252 -1.89697  0.06
C19 -2.78011 1.17469 -1.57855  -0.23
N2 -1.50358 1.55878 -1.16442  0.03
C20 -1.47142 2.89579 -1.06023  -0.23
C21 -0.32165 3.67109 -0.82355  0.01
C22 0.99244 3.21088 -0.91754  -0.23
N3 1.37451 1.92672 -1.05448  0.03
C23 -2.79960 3.42781 -1.34805  -0.14
C24 -3.59174 2.37288 -1.67190  -0.14
C25 -5.01667 2.41147 -2.13119  -0.20
C26 -5.13847 2.37003 -3.65749  -0.09
C27 -3.16524 4.87714 -1.28248  -0.20
C28 -3.48322 5.32982 0.14617  -0.09
C29 -2.89949 -2.61974 -2.06830  -0.15
C30 -1.83444 -3.47341 -1.74412  -0.14
C31 -1.85404 -4.97368 -1.77107  -0.20
C32 -2.58202 -5.59187 -0.57271  -0.09
C33 -4.24031 -3.01510 -2.60818  -0.20
C34 -4.30583 -2.92628 -4.13681  -0.10
N4 1.86395 -0.95353 -1.22389  0.02
C35 2.95152 -4.19161 -2.61273  -0.20
C36 2.07548 -4.52550 -3.82402  -0.09
H1 1.74028 7.32071 -2.14406  0.06
H2 0.80801 5.88124 -2.58790  0.07
H3 2.51261 5.98386 -3.01240  0.07
H4 1.44034 5.86652 -0.14216  0.11
H5 3.13035 5.92275 -0.58430  0.10
H6 4.71962 4.68915 -1.86185  0.10
H7 5.14088 3.02768 -2.20967  0.10
H8 4.99978 4.26874 0.58952  0.07
H9 6.47828 3.80242 -0.26888  0.07
H10 5.32107 2.57065 0.27565  0.06
H11 4.47739 1.00265 -2.07491  0.11
H12 5.28146 -2.65024 -3.33690  0.10
H13 5.64054 -1.03699 -2.76976  0.09
H14 3.90108 -1.69385 -5.20452  0.07
H15 5.56129 -1.07685 -5.26138  0.06
H16 4.24788 -0.07052 -4.62439  0.07
H17 0.72803 -4.05342 -0.81811  0.13
H18 -4.22183 -0.18951 -2.19901  0.11
H19 -0.46046 4.73961 -0.72756  0.09
H20 -5.49528 3.31832 -1.75351  0.10
H21 -5.56694 1.57321 -1.69650  0.11
H22 -4.62138 3.22092 -4.10450  0.07
H23 -6.18344 2.39763 -3.97395  0.06
H24 -4.68180 1.46336 -4.05583  0.07
H25 -4.02129 5.07526 -1.93293  0.10
H26 -2.34083 5.47851 -1.67612  0.10
H27 -4.33912 4.77826 0.53930  0.07
H28 -3.71198 6.39734 0.18814  0.06
H29 -2.63599 5.13185 0.80463  0.07
H30 -0.82759 -5.35129 -1.80351  0.09
H31 -2.32659 -5.32291 -2.69599  0.10
H32 -2.12675 -5.25794 0.36025  0.05
H33 -2.55753 -6.68468 -0.60790  0.06
H34 -3.62705 -5.27670 -0.55134  0.06
H35 -5.02278 -2.38262 -2.17747  0.10
H36 -4.47586 -4.03633 -2.29816  0.09
H37 -4.09221 -1.90852 -4.46792  0.07
H38 -5.28919 -3.21562 -4.51709  0.06
H39 -3.55632 -3.57876 -4.58845  0.07
H40 2.69896 -4.87493 -1.79475  0.10
H41 3.99975 -4.39099 -2.85437  0.09
H42 1.02362 -4.34454 -3.59277  0.07
H43 2.18814 -5.56901 -4.13136  0.06
H44 2.33435 -3.88706 -4.67111  0.07
O1 -0.32775 1.28968 1.90140  -0.15
C37 -1.04475 0.26273 2.57312  -0.19
C38 -0.53166 -1.14069 2.32376  -0.34
C39 -0.82051 -2.12424 3.23826  -0.10
C40 -0.68822 -3.48010 2.77704  -0.13
C41 -0.08799 -3.75686 1.60985  -0.08
C42 0.60236 -2.67530 0.81969  -0.26
N5 0.06971 -1.33890 1.15614  0.01
H45 0.59192 1.28401 2.22975  -0.04
H46 -2.06859 0.32927 2.19660  0.13
H47 -1.06679 0.44494 3.65092  0.12
H48 -1.32010 -1.87739 4.16518  0.08
H49 -1.12612 -4.28660 3.35764  0.09
H50 -0.02227 -4.77418 1.23882  0.09
H51 1.68083 -2.68120 1.06074  0.12
C43 5.15840 -1.35917 5.44464  -0.08
C44 3.66696 -1.60415 5.23900  -0.25
N6 3.00239 -0.56237 4.47639  -0.02
C45 3.22906 -0.30637 3.15738  -0.81
S1 2.87551 1.22512 2.53722  0.69
N7 3.69857 -1.31302 2.41995  0.03
C46 4.08132 -1.19221 1.01826  -0.26
C47 5.54923 -0.83950 0.85189  -0.07
H52 5.59643 -2.14616 6.06056  0.07
H53 5.32094 -0.40200 5.94133  0.07
H54 5.68729 -1.33408 4.49094  0.06
H55 3.15551 -1.66759 6.19956  0.11
H56 3.49127 -2.57164 4.76299  0.11
H57 2.77659 0.28554 4.97262  0.10
H58 3.87884 -2.19287 2.87287  0.13
H59 3.45369 -0.42858 0.57598  0.06
H60 3.83938 -2.13116 0.51773  0.11
H61 5.75869 0.12299 1.32291  0.06
H62 5.78730 -0.76608 -0.20984  0.06
H63 6.19781 -1.59796 1.29934  0.07

Calculated values
E_HOMO: -3.09 eV
gap between HOMO and LUMO: 0.197 hartree
relative energy (zero: lowest compared OMol25 entry of this formula, charge and spin): 5.6 kcal/mol
charge: -1



The following is a quantum chemistry calculation of a structure of composition C58H58Br2Ge2N3O3PdS5, from the Open Molecules 2025 dataset.

Last column: Löwdin charge in e.
Geometry (Å):
Pd1 -0.27281 0.66937 -0.62645  0.15
Br1 0.58854 1.05233 2.08482  0.71
C1 -0.67966 -0.31322 2.61849  -1.02
Br2 -0.77472 -1.77320 1.37494  0.62
H1 -1.64954 0.17177 2.64867  -0.03
H2 -0.35664 -0.70092 3.57539  0.00
C2 5.23756 3.76217 -3.07686  -0.04
C3 4.07860 3.04041 -3.70545  -0.26
C4 4.05608 1.65058 -3.79391  -0.01
C5 3.00693 0.97134 -4.39936  -0.20
C6 3.02094 -0.53448 -4.44920  -0.03
C7 1.95408 1.70519 -4.97061  -0.15
C8 1.94842 3.10029 -4.87936  -0.24
C9 0.87488 3.95486 -5.49767  -0.04
C10 3.00010 3.73835 -4.22899  -0.01
C11 0.94983 1.01501 -5.83630  -0.21
C12 1.39597 0.58586 -7.08316  -0.03
C13 0.53382 -0.02465 -7.97655  -0.06
C14 -0.79999 -0.17185 -7.64333  -0.04
C15 -1.28299 0.27018 -6.41445  -0.22
C16 -0.40116 0.84909 -5.48867  -0.22
Ge1 -0.95773 1.11155 -3.62224  0.10
S1 -0.49838 -0.72124 -2.54076  0.22
S2 -0.21068 2.84542 -2.27931  0.29
Ge2 -2.36784 2.75078 -1.55140  0.05
S3 -2.45168 1.13431 -0.07099  0.21
S4 -3.06369 1.89246 -3.48493  0.35
C17 -3.14018 4.49822 -1.04958  -0.19
C18 -3.42917 5.49062 -2.00264  -0.21
C19 -4.00247 6.69717 -1.60428  -0.03
C20 -4.30421 6.94682 -0.27957  -0.06
C21 -4.03714 5.97225 0.66156  -0.03
C22 -3.46914 4.75335 0.29485  -0.21
C23 -3.27836 3.80516 1.43675  -0.21
C24 -4.35112 3.02285 1.86781  -0.25
C25 -5.63261 2.97754 1.08127  -0.03
C26 -4.20540 2.24936 3.01324  -0.02
C27 -3.02599 2.25120 3.74653  -0.29
C28 -2.89559 1.44103 5.00856  -0.05
C29 -1.97144 3.03593 3.29613  -0.05
C30 -2.07639 3.80673 2.14620  -0.24
C31 -0.89762 4.59851 1.65182  -0.03
C32 -3.17177 5.40109 -3.47417  -0.16
C33 -4.19663 5.00416 -4.33598  -0.23
C34 -5.47830 4.39470 -3.83313  -0.04
C35 -4.02300 5.15810 -5.70755  -0.02
C36 -2.86130 5.68978 -6.24205  -0.28
C37 -2.68437 5.85095 -7.72683  -0.06
C38 -1.85071 6.07136 -5.36646  -0.02
C39 -1.98842 5.94587 -3.99130  -0.21
C40 -0.88326 6.41576 -3.08390  -0.04
C41 -2.76026 0.19964 -6.18926  -0.18
C42 -3.37360 -0.89112 -5.57741  -0.22
C43 -2.60184 -2.09063 -5.09873  -0.05
C44 -4.75853 -0.87115 -5.40169  -0.02
C45 -5.53588 0.18652 -5.83412  -0.28
C46 -7.02443 0.20494 -5.61598  -0.05
C47 -4.90768 1.24456 -6.48761  -0.03
C48 -3.53718 1.26680 -6.67395  -0.24
C49 -2.88181 2.44308 -7.34204  -0.03
H3 6.08495 3.10982 -2.86868  0.05
H4 4.94542 4.22671 -2.13012  0.08
H5 5.58385 4.56900 -3.72498  0.08
H6 4.89042 1.08814 -3.38659  0.12
H7 3.87020 -0.92281 -3.88650  0.08
H8 3.09523 -0.90754 -5.47233  0.08
H9 2.10175 -0.94309 -4.02091  0.05
H10 0.17176 3.38438 -6.10262  0.07
H11 1.32118 4.72409 -6.13267  0.09
H12 0.30081 4.45777 -4.71786  0.04
H13 2.99007 4.82293 -4.16260  0.12
H14 2.43580 0.74413 -7.34441  0.13
H15 0.89715 -0.36675 -8.93784  0.10
H16 -1.49547 -0.62321 -8.34183  0.12
H17 -4.20736 7.44191 -2.36422  0.13
H18 -4.74901 7.88925 0.01513  0.10
H19 -4.26934 6.13841 1.70710  0.13
H20 -6.14932 3.93997 1.09975  0.08
H21 -6.30316 2.21826 1.48186  0.08
H22 -5.43930 2.73837 0.03336  0.08
H23 -5.03416 1.62809 3.33737  0.12
H24 -3.57319 0.58644 5.00281  0.08
H25 -3.13279 2.04391 5.88830  0.08
H26 -1.87713 1.07008 5.13893  0.07
H27 -1.03677 3.04021 3.84755  0.10
H28 -0.06656 4.53962 2.35439  0.08
H29 -1.15097 5.64934 1.50004  0.09
H30 -0.54938 4.21269 0.68806  0.07
H31 -5.64749 4.59628 -2.77627  0.08
H32 -5.44942 3.30970 -3.96491  0.05
H33 -6.33259 4.77527 -4.39610  0.08
H34 -4.82517 4.85336 -6.37294  0.12
H35 -3.59479 5.58584 -8.26437  0.07
H36 -1.87900 5.21076 -8.09476  0.08
H37 -2.42621 6.88018 -7.98287  0.08
H38 -0.93634 6.49956 -5.76474  0.12
H39 -0.11273 6.93371 -3.65503  0.08
H40 -0.41463 5.57142 -2.57336  0.03
H41 -1.25735 7.09414 -2.31458  0.08
H42 -1.55698 -2.05666 -5.40360  0.07
H43 -3.04750 -3.00607 -5.49414  0.08
H44 -2.61970 -2.14822 -4.00980  0.05
H45 -5.23142 -1.70930 -4.89942  0.12
H46 -7.34894 -0.66341 -5.04326  0.07
H47 -7.56316 0.20502 -6.56610  0.08
H48 -7.32641 1.10102 -5.06991  0.07
H49 -5.50271 2.07894 -6.84766  0.12
H50 -3.62924 3.08898 -7.80271  0.07
H51 -2.17199 2.12998 -8.10846  0.09
H52 -2.33128 3.03712 -6.60722  0.08
O1 8.19767 2.97419 -1.85001  -0.37
S5 9.05861 1.82672 -1.62634  0.39
O2 10.20488 2.07905 -0.78172  -0.36
O3 9.31694 1.02241 -2.80826  -0.36
C50 8.02240 0.68584 -0.65231  -0.34
N1 8.64378 -0.22505 0.09930  0.12
C51 7.87470 -1.08868 0.74218  -0.12
C52 6.49036 -1.07903 0.65544  -0.01
C53 5.94584 -0.09237 -0.15141  -0.23
N2 6.70432 0.78871 -0.79583  0.17
C54 4.48103 0.06163 -0.34800  -0.13
C55 3.60495 -1.01792 -0.30140  0.01
C56 2.26431 -0.80723 -0.53728  -0.17
N3 1.76210 0.40314 -0.81336  -0.14
C57 2.60051 1.44179 -0.87576  -0.14
C58 3.95563 1.31123 -0.64382  0.01
H53 8.38435 -1.82118 1.36107  0.11
H54 5.88209 -1.78775 1.19950  0.10
H55 3.95881 -2.02155 -0.10890  0.12
H56 1.55898 -1.62530 -0.54204  0.06
H57 2.16072 2.39686 -1.12748  0.06
H58 4.61657 2.16173 -0.73226  0.12

Calculated values
E_HOMO (alpha / beta): -5.74 / -5.74 eV
gap between HOMO and LUMO (alpha / beta): 0.246 / 0.246 hartree
charge: -1



The following is a quantum chemistry calculation of the molecule C5H10O, from the Open Molecules 2025 dataset.

Last column: Löwdin charge in e.
Geometry (Å):
C1 -0.45557 1.35092 -0.74397  -0.07
C2 -0.51462 -0.00652 -0.03529  -0.38
C3 -1.47806 -0.95643 -0.75462  -0.08
C4 0.83500 -0.66358 0.23212  -0.27
C5 1.96875 0.07161 0.79903  -0.12
O1 1.17341 -0.76923 1.61567  -0.04
H1 0.28421 2.02261 -0.29554  0.07
H2 -1.43182 1.84445 -0.66947  0.08
H3 -0.21794 1.25017 -1.80966  0.08
H4 -0.90104 0.16868 0.97418  0.14
H5 -2.51298 -0.62497 -0.61960  0.08
H6 -1.39878 -1.97919 -0.36952  0.08
H7 -1.28369 -0.98922 -1.83412  0.08
H8 1.04828 -1.58105 -0.32388  0.15
H9 2.98704 -0.28178 0.64122  0.11
H10 1.88010 1.14498 0.98218  0.11

Calculated values
E_HOMO: -10.12 eV
gap between HOMO and LUMO: 0.412 hartree
SMILES: CC(C)[C@H]1CO1
relative energy (zero: lowest compared OMol25 entry of this formula, charge and spin): 32.1 kcal/mol



The following is a quantum chemistry calculation of a cluster of 2 separate species, C4H12NO2 in total in a non-equilibrium geometry, from the Open Molecules 2025 dataset.

Last column: Löwdin charge in e.
Geometry (Å):
C1 0.76341 -1.72374 0.60742  -0.15
N1 0.94272 -1.08474 -0.71057  -0.11
C2 1.94940 1.18193 -0.01788  -0.09
C3 0.82726 0.38456 -0.68232  -0.44
C4 -0.61259 0.79976 -0.16758  -0.39
O1 -1.55498 -0.08650 -0.67548  -0.36
H1 1.05697 -2.77058 0.48058  0.06
H2 1.47166 -1.31380 1.32784  0.06
H3 -0.27789 -1.68775 0.92791  0.07
H4 0.03681 -1.25886 -1.17097  0.07
H5 2.84987 1.03056 -0.60734  0.06
H6 2.11627 0.85579 1.01487  0.05
H7 1.60352 2.20783 0.10836  0.06
H8 0.85456 0.64753 -1.74983  0.12
H9 -0.80688 1.81654 -0.52360  0.10
H10 -0.52470 0.57786 0.91107  0.10
H11 -4.18444 -0.19497 0.01316  -0.02
H12 -2.80683 0.36239 0.21905  -0.02
O2 -3.70414 0.25620 0.69531  -0.17

Calculated values
E_HOMO: -3.32 eV
gap between HOMO and LUMO: 0.274 hartree
relative energy (zero: lowest compared OMol25 entry of this formula, charge and spin): 16.0 kcal/mol
charge: -1



The following is a quantum chemistry calculation of the molecule C6H6N2O3 in a non-equilibrium geometry, from the Open Molecules 2025 dataset.

Last column: Löwdin charge in e.
Geometry (Å):
O1 -2.13802 0.68162 1.50102  0.12
N1 -2.47630 0.13120 0.50802  -0.43
O2 -3.55313 0.16281 -0.02884  0.09
N2 -1.52470 -0.72893 -0.00225  0.10
O3 -2.01168 -1.37781 -1.47874  -0.02
C1 -0.19943 -0.31575 0.02452  -0.29
C2 0.48117 0.02965 -1.08155  -0.04
C3 1.80457 0.48082 -1.08582  -0.06
C4 2.43840 0.62185 0.16105  -0.07
C5 1.74823 0.13878 1.30186  -0.05
C6 0.41418 -0.28404 1.26152  -0.02
H1 -2.93192 -0.97902 -1.68699  0.11
H2 -0.07933 -0.08199 -2.11145  0.15
H3 2.44633 0.98784 -1.86678  0.13
H4 3.40829 0.92185 0.14302  0.06
H5 2.20343 0.31624 2.27046  0.10
H6 -0.03009 -0.70512 2.17095  0.13

Calculated values
E_HOMO: -9.54 eV
gap between HOMO and LUMO: 0.342 hartree
SMILES: O=[N+]([O-])N(O)c1ccccc1
relative energy (zero: lowest compared OMol25 entry of this formula, charge and spin): 132.4 kcal/mol